Molecular formula: C12H17NO
Method: DFT, ωB97M-V/def2-TZVPD

ORCA input file:
```
! RIJCOSX wB97M-V def2-TZVPD def2/J DEFGRID3
* xyz 0 1
C -0.95 3.27 0.49
C 0.28 1.07 1.18
C 0.23 0.43 2.40
C 0.48 -0.98 2.59
C 0.63 -1.77 1.46
C 0.29 -1.25 0.18
C -0.17 -2.16 -0.93
C -1.17 -3.42 -0.54
C -0.99 -1.23 -2.01
C -0.01 -0.11 -2.25
C 1.29 1.84 -1.38
C 0.37 0.31 0.00
H -1.01 2.61 -0.43
H -0.84 4.42 0.41
H -1.86 3.26 1.08
H 0.24 0.91 3.40
H 0.65 -1.38 3.66
H 0.38 -2.87 1.35
H 0.82 -2.31 -1.47
H -0.86 -4.09 -1.35
H -0.78 -3.88 0.47
H -2.31 -3.04 -0.60
H -1.89 -0.58 -1.61
H -1.51 -1.70 -2.85
H -0.23 0.27 -3.33
H 1.12 -0.45 -2.38
H 2.29 1.21 -0.71
H 1.58 1.58 -2.91
H 0.90 3.16 -0.94
N 0.03 0.90 -1.19
O 0.19 2.57 1.19
*
```

Output
HOMO-LUMO gap, eV: 8.451
ΔE to the lowest compared entry with this formula, charge and spin, kcal/mol: 238.4

***

Molecular formula: C31H22BrCl2F5N6O3TeV
Method: DFT, ωB97M-V/def2-TZVPD

ORCA input file:
```
! RIJCOSX wB97M-V def2-TZVPD def2/J DEFGRID3
* xyz -2 4
V 0.36 -0.08 0.30
Cl 3.48 5.61 -1.54
C 3.05 3.92 -1.46
C 1.76 3.59 -1.06
C 1.39 2.25 -0.97
N 0.12 1.78 -0.63
C -0.96 2.49 -0.94
O -1.07 3.69 -1.25
C -2.21 1.64 -1.03
C -3.44 2.27 -1.23
C -4.56 1.48 -1.38
C -4.41 0.10 -1.35
C -3.15 -0.43 -1.15
N -2.06 0.32 -0.98
C 2.32 1.24 -1.29
C 3.59 1.59 -1.72
C 3.95 2.93 -1.80
Cl 5.56 3.32 -2.33
N 1.84 -0.06 -1.11
C 2.42 -1.12 -1.70
O 3.46 -1.15 -2.38
C 1.66 -2.40 -1.48
C 2.36 -3.57 -1.25
C 1.65 -4.72 -0.96
C 0.27 -4.67 -0.98
C -0.34 -3.46 -1.27
N 0.33 -2.34 -1.50
H 1.06 4.36 -0.80
H -3.46 3.35 -1.26
H -5.53 1.93 -1.53
H -5.26 -0.56 -1.48
H -2.99 -1.50 -1.13
H 4.30 0.82 -1.99
H 3.44 -3.54 -1.24
H 2.17 -5.64 -0.70
H -0.33 -5.54 -0.73
H -1.42 -3.38 -1.27
Br -1.58 1.21 2.15
C -0.26 2.49 2.63
C -0.69 3.63 3.27
C 0.25 4.55 3.74
C 1.58 4.28 3.61
C 2.03 3.10 2.96
C 3.41 2.81 2.87
C 3.81 1.64 2.28
C 2.88 0.78 1.68
C 1.53 1.04 1.67
C 1.10 2.19 2.39
H -1.75 3.80 3.41
H -0.08 5.46 4.23
H 2.33 4.96 4.00
H 4.12 3.50 3.29
H 4.87 1.39 2.23
H 3.25 -0.11 1.19
C -4.67 -1.72 2.86
N -3.28 -2.10 3.04
C -2.96 -2.95 4.18
C -2.53 -2.08 1.95
N -1.98 -2.00 0.93
H -5.29 -2.55 2.50
H -4.73 -0.90 2.15
H -5.06 -1.37 3.82
H -3.29 -3.98 4.02
H -3.46 -2.53 5.05
H -1.89 -2.96 4.35
F 0.90 -3.24 4.64
Te 0.79 -2.38 2.87
F 2.05 -3.76 2.37
F 0.06 -0.82 3.97
F -0.47 -3.98 2.45
F 2.44 -1.57 3.42
O 1.07 -1.65 1.09
*
```

Output
HOMO-LUMO gap (alpha / beta), eV: 6.043 / 6.505
ΔE to the lowest compared entry with this formula, charge and spin, kcal/mol: 72.5

***

Molecular formula: C7H16InNO5
Method: DFT, ωB97M-V/def2-TZVPD

ORCA input file:
```
! RIJCOSX wB97M-V def2-TZVPD def2/J DEFGRID3
* xyz 1 2
In 0.97 -3.51 -0.02
O 2.86 0.45 -2.48
C 1.88 -0.43 -2.43
O 0.92 -0.51 -3.21
O 1.99 -1.16 -1.44
H 3.00 0.31 -1.54
C -2.80 1.94 -2.15
O -2.70 1.88 -0.76
C -2.71 0.63 -0.08
C -1.20 0.07 -0.08
N -1.02 -1.12 0.80
C -0.52 -0.62 2.01
C 1.02 -0.16 1.85
O 1.91 -1.25 1.60
C 3.23 -0.78 1.56
H -3.82 2.11 -2.49
H -2.19 1.23 -2.72
H -2.34 2.90 -2.38
H -3.41 -0.06 -0.55
H -3.20 0.92 0.84
H -0.50 0.89 0.09
H -1.03 -0.11 -1.15
H -1.88 -1.60 1.02
H -0.59 -1.40 2.77
H -1.19 0.16 2.35
H 1.22 0.37 2.78
H 1.18 0.59 1.07
H 4.09 -1.45 1.67
H 3.49 -0.14 2.40
H 3.33 -0.17 0.66
*
```

Output
HOMO-LUMO gap (alpha / beta), eV: 8.213 / 4.610